Here is a cluster of 14 separate species, C74H174F15N9O24S5 in total from the Open Molecules 2025 dataset. Energies are from the ωB97M-V functional and the def2-TZVPD basis.

The geometry in XYZ format:
```
301
Properties=species:S:1:pos:R:3:forces:R:3:lowdin_charge:R:1
H -4.158151 -4.925251 -6.762753 -1.343 0.791 1.221 0.164
H -0.526885 3.237246 -9.292524 0.179 -0.451 -0.320 0.087
H 1.284724 2.843351 8.384141 0.244 -0.560 -0.149 0.130
H -14.242022 2.149043 1.362245 0.585 0.062 0.345 0.103
H 0.286810 -2.986855 7.683331 -0.802 1.104 0.196 0.109
H 2.527313 -10.052656 -4.488930 0.081 -0.067 -0.283 0.069
C 0.369265 3.839690 -9.123487 0.853 -1.685 -0.992 -0.050
H 3.561703 9.960748 0.816739 0.115 0.230 0.137 0.133
H -7.914374 -1.020411 0.391053 0.069 0.022 0.433 0.132
C 4.513695 -7.613449 -3.572236 0.076 -1.193 0.495 -0.152
H 3.368475 1.958681 -7.385106 0.046 -1.066 -1.121 0.157
H -6.123842 -6.171000 -5.691768 -0.062 0.431 0.450 0.102
N 3.303256 -8.002183 -2.763900 0.355 -1.095 0.444 -0.279
F -5.032584 -0.900164 -0.024808 -0.012 -0.381 0.091 0.108
H -2.409741 -5.001710 4.090179 -0.137 -0.140 0.280 0.107
H -9.264561 1.692663 2.287561 -0.357 0.408 0.167 0.117
N 1.175548 0.563113 -0.249673 1.770 0.474 0.055 -0.261
C -0.429501 1.988217 -1.615019 -0.227 0.512 1.083 -0.197
H 1.929829 -6.517922 -3.532880 0.127 -0.406 0.769 0.098
H 5.283459 8.320889 0.270849 0.012 -0.035 0.573 0.107
H 7.558365 0.276483 7.358780 0.133 0.115 -0.406 0.081
H 1.415048 -1.060666 -1.600975 1.279 -0.531 -0.327 0.067
O 6.898836 0.243163 3.577530 -0.449 -0.699 -0.573 -0.191
C -4.311817 -2.744757 -7.776969 0.139 2.447 2.188 -0.037
C -4.410109 -0.461642 -1.122873 0.874 1.389 0.688 -0.612
H 1.289010 -8.083653 -2.834658 -1.013 0.033 0.395 0.108
H -1.158399 1.215334 -1.346507 0.096 -0.177 0.029 0.122
H 0.718234 5.869640 0.406021 -0.393 0.181 0.181 0.137
C 3.412544 -5.965885 -1.267063 -0.189 -0.384 0.555 -0.216
O 1.556001 -4.210485 -3.258477 0.751 -0.396 0.364 -0.315
H 4.877392 -4.043306 -0.007183 -0.165 -0.269 -0.699 0.086
C -1.412719 -3.813042 1.149603 0.233 0.549 -0.168 0.008
H 0.781080 4.189353 -10.093021 -0.282 -0.004 0.582 0.110
H 1.131349 0.834616 6.306680 -0.743 0.393 -0.140 0.116
O 2.154220 6.761630 -0.636852 1.399 0.285 -0.968 -0.207
H 12.181623 -1.683764 6.265880 -0.105 0.336 0.053 0.102
H 2.699300 5.912524 -2.282683 -0.220 0.268 -1.052 0.101
C 5.468833 0.282209 3.309591 0.026 1.073 0.494 -0.051
H 6.794349 -1.703247 4.385290 -0.603 -0.658 -0.463 0.132
C -8.174256 2.307132 0.499707 0.642 -0.853 -0.327 -0.039
H -2.440107 1.714295 -3.557054 -0.109 0.183 -0.019 0.081
H 2.515171 1.339835 -4.741708 0.326 -0.548 0.136 0.066
H 10.823112 -2.257324 5.344005 0.217 0.633 0.271 0.093
C -1.906910 2.644509 -3.327109 -0.533 0.258 -0.015 -0.081
N -0.291444 2.179100 7.253942 -0.133 -2.344 -2.470 -0.213
H -1.257655 3.439227 5.933388 -0.267 0.007 -0.656 0.095
H 1.022264 6.989895 2.453822 0.578 0.327 -0.762 0.160
C 0.508137 2.074529 8.469314 -0.962 1.420 1.726 -0.191
C -4.015459 -2.780853 -5.274699 0.196 1.156 0.039 0.023
C 0.120296 -3.596277 -5.146692 -1.072 -0.394 -2.655 -0.546
H 11.955545 -1.118074 4.616735 -0.093 0.129 0.380 0.090
S -2.855566 2.515686 3.369580 -1.473 -1.650 -2.010 0.500
O -6.533628 0.645183 -1.837547 0.753 -0.795 -1.327 -0.324
H -5.204109 -5.341467 -4.423589 0.033 0.178 0.076 0.080
C -11.590852 1.850836 1.121135 0.434 -1.551 -0.152 -0.201
H -8.352989 0.139572 -0.804275 -0.076 0.022 -0.004 0.086
H -2.681270 1.161090 -6.200617 -0.878 -0.590 0.183 0.087
O 3.847229 3.436029 2.286828 -0.132 -0.104 -0.958 -0.318
C 0.463041 2.241212 1.574445 1.248 0.813 1.121 -0.075
H 3.211545 7.873406 3.522627 -0.545 -0.837 -0.396 0.103
C -13.569746 2.011634 2.239979 -0.073 0.550 -0.072 -0.080
O 1.542909 -1.816059 -3.771222 0.137 -1.719 -1.103 -0.332
H 0.356863 7.571726 -0.043498 0.001 -0.234 -0.160 0.137
F -4.765225 0.827091 4.341666 0.568 -0.417 -0.428 0.116
H 0.443655 -1.896208 9.011952 -0.157 0.030 0.856 0.083
O -3.241764 -0.691522 -7.018306 0.485 1.383 1.471 -0.214
H 10.159720 -0.388504 7.071974 -0.077 -0.417 -0.342 0.121
H -3.694350 -4.839364 1.427661 -0.538 -2.109 -1.320 0.079
C 2.049472 -7.608529 -3.403885 -0.066 1.090 -1.276 0.011
N 2.259394 0.151626 -7.413242 0.063 0.982 1.314 -0.244
H 11.196381 0.748639 6.284264 -0.150 -0.989 -0.482 0.152
C -6.232741 -2.176149 -6.174024 -1.207 -0.166 -0.260 -0.150
O 0.998970 -2.489444 2.403039 0.004 0.771 0.840 -0.320
F -3.970375 0.807589 -0.817689 0.067 -1.154 -0.323 0.074
O 3.009919 -2.391179 0.968461 -0.938 -0.957 1.575 -0.332
O 1.646195 -4.452543 1.182643 0.889 0.955 0.701 -0.336
H 8.672739 -1.496687 5.800087 -0.186 -0.251 -0.491 0.148
N 2.187623 8.694719 1.788282 0.417 -1.570 1.130 -0.240
C 3.287274 -9.513130 -2.545019 1.240 -0.027 0.985 -0.184
C 2.955509 1.256824 -8.179623 0.825 0.984 1.254 -0.078
O 1.367425 3.118930 -8.374606 -0.638 0.096 1.189 -0.193
F -3.301569 -1.238044 -1.296568 -0.843 0.437 -0.211 0.093
H 1.947207 2.617213 -5.822525 -0.534 -0.987 0.540 0.098
H -0.103318 -0.664104 -1.196196 -1.714 0.055 -0.437 0.091
C -1.487051 1.049785 7.110103 -0.510 2.865 0.253 -0.032
H -7.502367 -3.333493 -7.625733 -0.106 -0.259 0.360 0.076
C 0.730438 1.856110 6.142898 -1.975 -1.458 -0.386 0.026
C 2.627993 8.740702 3.253941 -1.641 0.341 0.512 -0.190
H -7.736148 3.006860 1.151461 0.319 1.394 0.749 0.078
H -3.109902 -3.373351 -5.406042 -0.299 -0.065 -0.252 0.100
H 1.246453 9.750717 0.375493 -0.266 0.674 0.166 0.104
C -5.178845 -4.477497 -6.446466 0.919 -1.439 -1.427 -0.217
F 3.452878 2.203328 4.793656 -0.311 -0.256 0.506 0.112
N -2.205541 -3.868062 2.361793 -0.193 0.979 2.269 -0.338
H -2.558901 -3.014751 4.297542 -0.329 0.235 -0.438 0.137
H 2.529943 2.548395 -9.826862 1.384 0.244 -1.306 0.122
H 5.091889 8.230283 2.070105 -0.107 0.367 -0.128 0.078
H -10.968479 2.452666 1.759672 0.467 0.243 0.301 0.112
N -9.617895 0.180755 0.885228 0.676 0.271 -0.476 -0.267
C 3.474504 9.864131 3.651923 1.573 1.271 -0.429 -0.080
O -2.860738 3.943317 3.312479 0.351 0.210 0.102 -0.273
C 8.130528 1.203199 7.214408 0.160 -0.826 0.323 -0.057
H 4.447345 -8.102579 -4.538178 -0.472 -0.092 -0.151 0.129
C 3.364332 8.894331 0.803991 -0.837 0.745 0.991 -0.141
H -8.295948 -1.860889 -6.930509 0.955 -0.709 0.071 0.110
F -0.269584 -2.505064 -5.890186 0.184 -0.769 0.314 0.057
H -13.072491 2.992286 2.506834 -1.085 -0.856 0.111 0.109
C 4.602298 8.091963 1.110260 -0.102 -1.269 -1.264 -0.041
H 1.330239 1.369009 -9.524777 -0.111 0.463 0.132 0.124
F 3.631178 -2.755525 3.888105 0.576 0.129 0.026 0.121
C 3.264563 -10.402422 -3.773814 1.651 -0.191 -0.456 -0.050
H 2.949128 1.615524 0.456908 -0.278 -1.377 -1.027 0.136
H -1.936685 -4.406263 0.423861 0.128 -0.254 -0.517 0.116
C 2.676244 0.580898 0.048583 0.622 0.144 1.703 -0.151
C -10.816900 0.858424 0.221683 -0.001 -0.459 0.294 -0.048
C -5.847154 -5.181236 -5.282383 -0.212 -0.126 -0.750 -0.037
H -4.175625 -4.030060 2.923235 -0.126 0.072 -0.788 0.134
H 1.324599 10.662927 1.929467 0.157 -0.418 -0.131 0.113
H 0.915061 4.730861 6.733025 0.225 -0.375 -0.614 0.058
C 3.244125 -3.800289 3.159721 -2.383 -0.310 1.553 -0.653
H -2.041895 -5.950804 2.658111 0.001 0.093 -0.058 0.126
H 0.840826 1.823413 -4.615284 0.286 0.058 -0.345 0.072
H -1.834681 3.554803 7.587378 0.137 0.168 -0.122 0.130
H -1.227682 -2.522353 8.572478 0.738 0.442 -0.164 0.105
C 1.713223 7.247491 1.613013 0.179 -0.276 0.411 -0.091
H 6.660617 -0.337249 5.444016 -0.134 -0.126 1.042 0.105
H 0.801720 -0.247793 -5.915714 -0.440 -0.920 0.358 0.088
H 3.085685 10.864694 3.443909 0.153 -0.110 -0.010 0.093
C 1.153906 6.871227 0.266930 -1.826 0.158 1.320 -0.251
H 4.588298 0.347003 -0.938037 -0.242 0.143 0.296 0.097
C 2.029877 2.076439 -9.033695 -1.651 -0.581 -0.668 -0.231
H -1.579315 0.908438 6.018295 0.106 -0.150 0.892 0.092
H 4.226692 -9.682985 -1.944088 -1.086 -0.107 -0.588 0.137
H -0.636445 2.852540 -0.960062 -0.234 -0.213 -0.132 0.128
H 0.220813 2.168547 2.652068 0.107 -0.122 -0.456 0.074
H -1.598559 -1.183435 1.980627 -1.462 0.133 1.525 0.124
H -12.096215 2.566660 0.497679 -0.466 0.084 -0.630 0.125
H 2.448087 -9.634316 -1.852112 0.048 -0.465 -0.401 0.126
C 3.266160 -0.636190 -6.629859 1.284 -0.562 0.411 -0.005
H 4.115868 -3.582191 -1.591949 0.082 -0.282 0.401 0.090
H -10.353675 1.292519 -0.664202 -0.505 0.258 0.002 0.134
C -0.064699 4.736977 7.181791 0.284 0.810 1.619 -0.049
C 8.757126 1.418481 5.847947 0.274 1.544 -0.383 -0.175
H 0.164130 5.026670 8.265713 -0.704 -0.729 -1.253 0.105
C -0.242905 -2.131069 8.212110 0.880 -2.192 -0.381 -0.125
H 3.380303 -1.543701 -9.332004 0.668 0.021 0.401 0.080
C 4.907979 -4.186180 -1.110646 -1.330 -0.585 0.128 -0.037
C -2.010389 -2.708581 3.400216 1.810 -0.608 0.137 -0.097
C 10.032178 0.746488 3.880887 -1.819 1.564 0.276 0.023
H 3.960162 -1.179014 -7.314789 -0.940 0.195 0.361 0.120
S 1.699395 -3.206022 -4.280638 -0.877 1.238 1.106 0.481
C -2.263282 -1.311913 2.940883 0.563 0.444 -1.172 -0.195
H -6.663504 -2.474006 -5.219140 0.371 0.038 0.156 0.112
H 6.570277 -7.390406 -3.488795 0.323 -0.657 0.189 0.100
O -0.349555 -1.009622 7.384893 -1.139 0.422 -0.043 -0.198
C -1.374279 -0.163595 7.938554 0.262 -1.277 -1.112 -0.219
H 1.705083 8.846974 3.890379 0.535 -0.764 -0.942 0.159
H 1.569712 2.468088 6.247439 0.867 1.435 -0.009 0.041
C 0.403867 0.844691 1.035009 -1.785 -1.209 -0.631 -0.145
H -5.921805 -1.127184 -6.079556 0.001 -0.428 0.105 0.122
O 1.772277 4.330928 3.243565 -1.607 -0.374 -0.022 -0.299
H 9.493906 2.260105 5.965777 -0.079 -1.129 -0.084 0.149
H 7.405258 2.009324 7.347638 0.353 0.055 0.309 0.095
H 2.487740 -0.328201 -10.200597 0.186 0.461 -0.944 0.066
C 2.402492 -1.174153 -9.564414 -0.247 0.310 0.726 -0.033
S 3.195488 4.334279 3.208512 1.244 -0.946 1.231 0.427
H 0.385618 2.381190 10.515627 -0.183 -0.124 0.593 0.091
H 3.187471 -5.591370 -0.288316 -0.790 -0.276 0.833 0.102
H -1.767142 3.272752 -4.196137 -0.456 0.005 -0.439 0.087
H -14.203958 1.590085 3.026713 0.507 0.205 0.079 0.097
O 4.741412 -5.589145 -1.491115 0.979 1.568 -0.279 -0.182
H 0.940272 0.270629 1.799285 -0.448 -0.534 -0.400 0.126
C 1.006489 1.568007 -1.333042 0.400 -1.069 -1.550 -0.070
H 3.308999 0.094203 -2.004844 -0.628 0.110 -1.455 0.045
O -4.798380 0.176777 -3.618645 -0.857 -0.046 0.726 -0.328
C -10.026017 -0.800852 1.921112 -0.916 2.404 1.766 0.025
H 2.696493 -5.514225 -1.931518 -0.097 0.489 -0.464 0.086
H 1.097526 6.938837 -2.397484 0.538 -0.222 -0.408 0.107
H 5.818546 -3.798572 -1.487380 1.134 -0.123 -0.390 0.074
H -3.649163 -1.084241 -8.943820 -0.505 -0.132 0.022 0.149
C 5.853800 -8.049155 -2.988810 -0.266 -1.437 0.081 -0.049
H 8.076920 1.908957 5.141065 -0.273 -0.842 -0.027 0.129
H -0.795194 -5.035916 3.432833 1.567 0.389 0.195 0.095
H 2.862140 8.671558 -0.136123 0.769 -0.159 -0.100 0.115
H -3.792888 -0.364492 2.205366 -0.173 0.067 0.142 0.058
H 1.673252 2.353659 -1.025876 -0.130 0.817 -0.257 0.127
H 5.977477 -9.170076 -3.175897 0.357 1.617 -0.328 0.100
H 1.568763 2.509667 1.599492 -1.519 0.268 -0.139 0.071
H -4.492142 0.788837 -6.261798 -0.741 0.418 0.591 0.062
H -1.810380 -0.570953 3.704010 -1.096 -1.022 -1.043 0.146
C 3.766640 3.497811 4.781651 0.036 1.426 -1.410 -0.660
O 2.709553 -3.378119 -5.292209 -0.018 -0.057 0.119 -0.299
F 2.656447 -4.687708 4.074934 0.476 1.150 -1.494 0.076
C -0.946320 3.521100 6.951057 0.640 -0.164 1.407 -0.147
H 2.831459 -0.127056 0.871575 -0.502 0.418 0.264 0.101
O -12.504249 1.104120 1.928684 -0.034 0.776 -0.622 -0.202
C 1.663624 1.639570 -5.328570 -0.002 1.286 -0.510 -0.054
H 3.742747 0.763718 -8.833485 -0.827 0.813 1.149 0.158
H 5.238236 1.229645 2.742751 0.340 -0.963 0.736 0.098
C 1.746350 6.222586 -1.873997 -0.090 -0.383 0.916 -0.052
H 3.692155 -1.137267 -0.785490 -0.374 0.468 -0.291 0.066
H -9.668780 -2.639711 -0.429420 1.001 0.668 -0.510 0.102
H -0.204891 3.064392 1.266567 0.455 -0.632 -0.604 0.087
C 11.425210 -1.346283 5.552255 0.141 -1.006 -0.541 -0.064
H 5.988978 -8.000723 -1.902800 -0.161 0.682 -0.319 0.075
H -9.168038 -1.186762 2.478000 -0.096 -0.122 -0.498 0.119
H -5.072123 -0.799917 -7.917128 -0.488 0.611 -0.195 0.101
H 2.781609 -1.318957 -5.909322 0.029 0.229 -0.849 0.064
H -2.385725 -0.690557 7.885439 1.146 0.600 0.193 0.165
C -3.616304 -3.971948 1.968929 -0.383 1.305 2.569 0.013
C 1.141992 9.686302 1.464352 -0.491 0.365 -1.294 0.007
H -1.146121 1.848276 9.824751 -1.036 -0.920 0.484 0.049
H 2.971582 -11.426154 -3.487420 0.200 0.454 0.001 0.097
C -4.094744 -1.245787 -7.941906 0.161 -0.430 -1.558 -0.253
H 10.600151 1.653002 4.070136 0.557 -0.306 -0.063 0.121
F 0.209338 -4.672629 -6.089256 0.158 1.955 1.927 0.042
H -7.874212 0.754802 1.887206 -0.605 0.249 -0.217 0.143
H 0.918068 1.053998 8.597111 -0.187 0.641 -0.360 0.143
F 5.103547 3.588695 4.828853 0.021 -0.157 0.438 0.116
H 2.625407 6.640764 1.687041 -0.486 0.277 0.564 0.087
H 1.466453 1.057717 -2.245895 -0.754 0.885 1.019 0.146
N 9.456978 0.269367 5.148659 1.051 -0.012 1.801 -0.277
O -2.205706 1.878248 4.496132 0.990 0.140 -0.020 -0.362
H 0.374626 1.191369 -6.897073 -0.137 -0.332 -0.530 0.119
H -1.340798 -2.789982 0.837344 -0.085 0.430 -0.435 0.091
O -3.697365 -1.198776 2.690443 2.014 0.533 -0.011 -0.080
C 1.140651 0.654087 -6.353140 1.955 0.982 -0.951 -0.086
H 4.417208 -6.582842 -3.738161 0.137 1.533 -0.019 0.113
O -0.583938 2.363291 -2.946856 0.928 -0.068 0.122 -0.204
C -9.428981 -1.671339 -0.940584 -1.384 -0.745 -0.833 -0.064
H -6.755066 -4.632618 -5.001808 0.161 -0.382 0.121 0.087
H -7.322642 1.999908 -0.115819 -0.388 -0.560 0.068 0.077
C -1.813106 -5.025812 3.192979 -1.742 -1.331 -0.737 0.008
H 1.409356 -1.630827 -7.704810 -0.461 -0.367 -0.198 0.120
O -2.668388 1.812954 2.063752 -0.248 0.804 2.098 -0.336
H 0.077179 9.406332 1.590240 0.851 -0.406 0.675 0.125
H -3.359292 -3.213539 -7.650903 0.452 -0.623 -0.401 0.126
H 0.199899 1.949188 5.164809 0.665 -0.048 0.759 0.107
H 5.126582 -0.576321 2.730285 0.218 -0.156 -0.026 0.078
F 3.254079 4.130638 5.846283 0.052 -0.508 0.451 0.111
N -5.005234 -2.999134 -6.399945 1.791 -0.685 -0.508 -0.240
H 4.496547 9.727429 3.267800 -0.352 0.558 -0.117 0.083
C -7.328004 -2.329078 -7.257107 0.011 1.417 -0.513 -0.037
C 1.583976 -0.777465 -8.349849 -0.259 -0.866 0.449 -0.178
H -0.649413 0.388983 0.813407 1.767 1.105 0.747 0.145
H 2.544766 -7.978417 -0.773313 -0.082 0.558 -0.265 0.144
H 10.534572 -0.095902 3.487448 0.741 -0.212 -0.975 0.087
H 0.012868 4.606773 -8.507999 0.038 1.468 0.816 0.071
C 10.621087 -0.199240 6.097738 -0.281 1.759 0.108 -0.141
C -4.608700 2.065551 3.875304 -1.669 1.176 1.324 -0.609
H -8.884194 2.754746 -0.134854 -0.903 0.867 -0.645 0.073
H -2.419985 1.592111 7.471199 1.171 -0.505 -0.607 0.156
H 4.394380 7.007673 1.020960 0.190 0.553 0.052 0.082
H 0.739268 -1.420428 0.066170 0.494 -0.948 0.529 0.077
H -0.708954 3.520236 9.751483 0.535 -0.629 -0.501 0.095
H 0.633796 -0.299818 -8.581754 -0.029 -0.308 -0.304 0.128
H 8.906391 1.176060 8.001110 -0.539 0.417 -0.237 0.091
F -5.089820 2.846234 4.920740 1.136 -0.178 -0.874 0.071
C -8.745555 1.292830 1.438245 1.626 -2.245 0.863 -0.171
H -5.685867 -4.660982 -7.388514 -0.796 -0.121 0.149 0.112
F -0.909754 -3.900579 -4.352367 0.597 0.134 -0.077 0.117
C 3.571174 -0.062389 -1.001536 1.249 0.003 0.930 -0.054
H -4.920765 -3.070916 -8.594348 -0.304 -0.609 -0.212 0.135
H 4.330334 -10.475203 -4.258029 -2.131 0.199 0.756 0.122
C 7.172040 -0.720551 4.585001 0.150 1.094 -0.827 -0.201
H -8.777393 -1.685384 -1.831017 -0.080 -1.067 0.426 0.086
H -0.435703 -4.161239 1.363138 0.884 -0.424 -0.138 0.050
H -0.587970 5.595414 6.766745 -0.072 0.031 -0.082 0.090
H -3.492145 1.249806 -7.755925 -0.633 -0.420 1.227 0.113
H 3.967277 -0.061140 -6.006655 -0.625 0.629 -0.421 0.113
H -3.745792 -1.730970 -5.184647 -0.075 -0.132 -0.326 0.093
H 1.164786 5.316314 -1.670664 -0.144 -0.094 -0.181 0.080
H -7.078199 -1.731312 -8.154541 0.076 -0.293 0.302 0.079
H -10.717769 -0.271428 2.660420 0.871 -0.778 -0.999 0.134
H 9.135754 1.072593 3.323507 0.635 -0.464 -0.398 0.120
H -1.116420 0.048916 8.963858 -0.199 0.004 0.507 0.104
C -3.549106 0.726788 -6.742129 2.412 -0.555 -2.599 -0.020
C 8.634015 -0.946629 4.845592 -0.412 0.629 2.113 -0.087
H 3.606293 9.758161 4.711428 -0.097 0.200 0.704 0.094
H 4.321257 -7.843725 -0.934914 -1.263 0.325 -0.203 0.141
O 3.742221 5.651420 3.339616 0.879 0.889 -0.125 -0.306
C -0.316612 2.479305 9.699647 1.052 0.997 -0.101 -0.044
S -5.619129 -0.294439 -2.500080 0.360 0.034 0.148 0.502
S 2.108325 -3.202531 1.820518 0.201 -1.220 -2.676 0.519
C -8.766747 -0.611671 -0.136853 -0.329 1.449 0.232 -0.180
H -3.891347 -3.101384 1.410130 -0.215 0.368 -0.220 0.095
H 4.929750 0.281142 4.296959 0.328 0.134 -0.929 0.093
H -2.507428 3.228107 -2.595377 0.566 -0.375 -0.088 0.111
H -10.407980 -1.429567 -1.387811 0.258 0.555 0.308 0.086
O -6.113703 -1.655538 -2.660160 -0.165 0.371 -0.118 -0.333
H 1.984331 -7.943361 -4.430673 0.284 -0.571 -0.138 0.107
F 4.233186 -4.413801 2.600880 1.343 -0.473 -0.269 0.172
C 3.333193 -7.467763 -1.336331 2.075 -0.300 0.256 -0.061
F -5.513301 2.246994 2.904268 0.268 -0.145 -0.569 0.107
H -0.930850 -2.817548 3.666041 -0.741 0.330 -0.256 0.127
H -10.594363 -1.480481 1.354553 -0.595 -1.438 -0.060 0.084
H 1.968639 -1.990269 -10.091213 -0.820 -0.470 -0.423 0.089
H 9.198651 -1.489350 4.122735 -0.105 -0.431 -0.719 0.125
C 0.846880 -0.768470 -0.760938 -1.279 0.554 0.308 0.007
H -11.549778 0.087633 -0.066510 0.467 0.210 -0.007 0.142
H -4.490530 -2.998806 -4.344119 -0.532 -0.549 0.525 0.087
```
Positions in Å, forces in eV/Å.

Values from the calculation:
E_HOMO in eV: -15.05
Charge: +4
Multiplicity: 1
Orbital gap in eV: 10.00